No. 1
Here is a cluster of 10 separate species, C40H75N10O7P in total from the Open Molecules 2025 dataset. Energies are from ωB97M-V/def2-TZVPD.

The geometry in ORCA input format:
```
! wB97M-V def2-TZVPD RIJCOSX def2/J DEFGRID3
* xyz 0 1
C 4.87 -0.62 0.70
N 5.52 -1.00 -0.61
C 5.12 -0.13 -1.68
P 6.10 -2.63 -0.80
O 6.78 -3.10 0.45
N 4.69 -3.45 -1.33
C 3.98 -3.20 -2.66
C 4.28 -4.66 -0.63
N 7.23 -2.56 -2.06
C 7.63 -3.81 -2.68
C 8.40 -1.74 -1.90
H 5.52 -0.90 1.53
H 3.89 -1.07 0.89
H 4.67 0.45 0.76
H 4.03 -0.05 -1.63
H 5.44 -0.56 -2.62
H 5.62 0.83 -1.59
H 4.22 -2.25 -3.14
H 4.37 -3.96 -3.33
H 2.90 -3.36 -2.71
H 4.82 -5.52 -1.01
H 4.58 -4.58 0.42
H 3.20 -4.78 -0.63
H 6.85 -4.56 -2.59
H 7.92 -3.58 -3.70
H 8.39 -4.27 -2.04
H 8.11 -0.69 -1.87
H 9.18 -1.80 -2.67
H 8.75 -2.02 -0.91
O 1.38 -0.84 -2.80
C 0.69 -0.17 -2.01
O 1.15 0.72 -1.06
C 0.10 1.53 -0.62
C -1.12 0.72 -1.04
O -0.64 -0.04 -2.13
H 0.21 1.63 0.46
H 0.13 2.56 -0.99
H -1.89 1.38 -1.43
H -1.58 0.25 -0.17
O 1.51 4.46 0.50
C 2.33 5.36 0.24
O 3.38 5.28 -0.68
C 4.16 6.51 -0.66
C 3.26 7.40 0.23
O 2.20 6.57 0.77
H 5.12 6.34 -0.17
H 4.44 6.96 -1.61
H 2.75 8.25 -0.23
H 3.92 7.87 0.97
C -4.77 5.46 -0.85
C -3.44 4.74 -0.93
C -2.22 5.66 -0.66
C -2.30 6.34 0.62
N -2.38 6.85 1.66
H -4.79 6.27 -1.58
H -4.96 5.88 0.14
H -5.65 4.91 -1.21
H -3.36 4.41 -1.96
H -3.44 3.86 -0.29
H -2.16 6.51 -1.35
H -1.36 5.00 -0.58
C -0.99 -4.41 -5.95
C -1.43 -3.62 -4.77
C -0.48 -3.53 -3.56
C 0.07 -4.79 -2.98
N 0.55 -5.76 -2.62
H -1.71 -4.43 -6.76
H -0.72 -5.46 -5.79
H -0.02 -4.07 -6.31
H -2.32 -4.12 -4.38
H -1.73 -2.64 -5.14
H -0.87 -2.93 -2.74
H 0.41 -3.03 -3.95
C 0.29 -2.99 0.56
C -0.11 -4.44 0.84
C -0.41 -4.63 2.33
C -0.94 -5.98 2.70
N -1.31 -7.08 2.93
H -0.39 -2.34 1.12
H 0.20 -2.66 -0.48
H 1.33 -2.73 0.73
H 0.64 -5.14 0.48
H -1.02 -4.60 0.26
H -1.19 -3.91 2.58
H 0.54 -4.42 2.83
C -5.02 -0.04 -1.30
C -5.64 -1.05 -2.30
C -4.72 -2.15 -2.62
C -4.18 -2.88 -1.46
N -3.77 -3.44 -0.52
H -4.22 0.62 -1.64
H -4.70 -0.35 -0.31
H -5.79 0.69 -1.03
H -5.94 -0.62 -3.26
H -6.53 -1.46 -1.81
H -3.89 -1.75 -3.20
H -5.26 -2.83 -3.27
C 0.27 2.81 4.60
C 0.75 2.94 3.12
C 1.72 1.81 2.70
C 1.35 0.45 2.91
N 1.03 -0.65 3.11
H -0.43 3.64 4.75
H 1.05 2.88 5.35
H -0.30 1.89 4.72
H 1.35 3.85 3.06
H -0.15 3.02 2.51
H 2.61 1.93 3.32
H 2.07 1.90 1.67
C -3.39 3.11 4.93
C -3.83 4.11 3.90
C -4.26 3.51 2.58
C -3.31 2.54 2.07
N -2.52 1.77 1.65
H -3.13 3.54 5.90
H -2.57 2.48 4.58
H -4.09 2.31 5.15
H -3.04 4.86 3.82
H -4.52 4.85 4.30
H -4.44 4.23 1.79
H -5.17 2.92 2.71
C -3.17 -1.34 2.83
C -4.04 -2.47 3.26
C -5.50 -2.16 2.80
C -6.00 -0.81 2.99
N -6.40 0.28 3.13
H -2.14 -1.69 2.85
H -3.27 -0.42 3.41
H -3.40 -1.03 1.81
H -3.95 -2.69 4.32
H -3.82 -3.41 2.76
H -6.22 -2.87 3.20
H -5.60 -2.23 1.72
*
```

total energy	-2984.650856	a.u.

---

No. 2
Here is a structure of composition C27H34N6Se2V from the Open Molecules 2025 dataset. Energies are from ωB97M-V/def2-TZVPD.

The geometry in ORCA input format:
```
! wB97M-V def2-TZVPD RIJCOSX def2/J DEFGRID3
* xyz 0 4
V 0.89 0.05 -1.15
Se 2.48 3.17 -2.44
Se 3.11 2.09 0.27
C 3.68 0.63 -0.76
C 4.98 0.12 -0.62
C 5.44 -0.79 -1.55
C 4.62 -1.12 -2.62
C 3.33 -0.62 -2.65
N 2.84 0.19 -1.71
C 0.73 3.39 -1.81
C 0.44 4.43 -0.92
C -0.87 4.64 -0.55
C -1.86 3.84 -1.12
C -1.47 2.82 -1.96
N -0.21 2.56 -2.27
H 5.59 0.47 0.19
H 6.44 -1.20 -1.47
H 4.97 -1.77 -3.41
H 2.66 -0.85 -3.47
H 1.25 5.02 -0.53
H -1.12 5.43 0.14
H -2.90 4.02 -0.91
H -2.21 2.16 -2.42
C -0.13 1.40 2.20
C -0.24 1.65 3.73
N 0.25 0.48 4.45
C -0.62 -0.66 4.16
C -0.73 -0.87 2.63
N 0.23 0.00 1.95
C 1.56 -0.26 2.51
C 1.60 0.17 3.99
H 0.64 2.03 1.76
H -1.08 1.60 1.70
H -1.27 1.83 4.04
H 0.37 2.51 4.02
H -1.60 -0.46 4.61
H -0.20 -1.53 4.66
H -1.74 -0.63 2.27
H -0.51 -1.90 2.35
H 2.30 0.30 1.92
H 1.76 -1.33 2.39
H 2.20 1.07 4.12
H 2.00 -0.62 4.62
N -0.92 0.16 -0.79
C -2.08 0.19 -0.75
C -3.48 0.23 -0.81
C -4.22 1.01 0.09
C -5.59 1.05 -0.02
C -6.25 0.34 -1.01
C -5.52 -0.44 -1.90
C -4.15 -0.50 -1.81
H -3.71 1.56 0.86
H -6.16 1.64 0.69
H -7.32 0.39 -1.09
H -6.03 -0.99 -2.68
H -3.57 -1.10 -2.50
C 1.06 -3.37 -2.77
C 0.84 -2.94 -1.30
C 1.92 -3.58 -0.41
C -0.55 -3.41 -0.83
N 0.90 -1.55 -1.22
H 0.77 -4.40 -2.92
H 2.10 -3.25 -3.04
H 0.45 -2.73 -3.42
H 1.91 -4.66 -0.53
H 1.73 -3.34 0.64
H 2.91 -3.20 -0.68
H -0.60 -4.50 -0.83
H -1.31 -3.01 -1.50
H -0.74 -3.04 0.17
*
```

total energy	-7124.546699	a.u.

---

No. 3
Here is an isolated molecule of C4H8N2O2 from the Open Molecules 2025 dataset. Energies are from ωB97M-V/def2-TZVPD.

The geometry in ORCA input format:
```
! wB97M-V def2-TZVPD RIJCOSX def2/J DEFGRID3
* xyz 0 1
C -0.49 2.17 0.81
N 0.36 1.35 -0.14
C 0.23 0.02 -0.42
N -0.76 -0.84 0.09
C -1.32 -0.77 1.28
O -1.16 0.42 2.08
O 1.12 -0.49 -1.31
C 1.00 -1.86 -1.54
H -1.38 1.77 0.54
H -0.45 3.16 0.25
H -0.18 1.95 1.88
H 1.53 1.83 -0.08
H -2.04 -1.70 1.56
H 0.08 -2.35 -1.90
H 1.79 -2.01 -2.35
H 1.66 -2.64 -0.76
*
```

energy relative to the best compared isomer or geometry (same formula, charge and spin)	624.9	kJ/mol
total energy	-417.017947	a.u.

---

No. 4
Here is an isolated molecule of C4H5NO2 from the Open Molecules 2025 dataset. Energies are from ωB97M-V/def2-TZVPD.

The geometry in ORCA input format:
```
! wB97M-V def2-TZVPD RIJCOSX def2/J DEFGRID3
* xyz 0 1
C 1.41 1.49 -0.17
O 0.83 0.71 -1.24
C -0.02 -0.58 -0.69
N 1.16 -0.78 -1.08
O -0.71 -2.41 1.30
C -1.51 -1.57 0.92
C -1.23 -0.57 -0.10
H 0.98 1.19 0.78
H 2.49 1.36 -0.19
H 1.13 2.53 -0.40
H -2.53 -1.50 1.34
H -1.99 0.13 -0.46
*
```

energy relative to the best compared isomer or geometry (same formula, charge and spin)	533.9	kJ/mol
total energy	-360.466066	a.u.

---

No. 5
Here is a structure of composition C34H56BrN9PS3Tc from the Open Molecules 2025 dataset. Energies are from ωB97M-V/def2-TZVPD.

The geometry in ORCA input format:
```
! wB97M-V def2-TZVPD RIJCOSX def2/J DEFGRID3
* xyz 1 4
Tc -0.23 -1.12 0.04
S -0.10 0.32 -1.86
C -1.06 -0.88 -2.66
S -1.06 -2.40 -1.82
C -1.75 -0.66 -3.82
C -2.53 -1.71 -4.39
N -3.16 -2.56 -4.83
C -1.78 0.63 -4.42
N -1.81 1.68 -4.89
C -6.06 4.90 -3.75
C -5.63 5.02 -2.29
C -5.48 3.67 -1.59
C -4.40 2.77 -2.20
N -3.13 3.46 -2.36
C -2.14 3.51 -1.46
S -2.18 2.56 -0.06
N -1.13 4.34 -1.78
C 0.09 4.56 -1.02
C -0.07 5.50 0.17
C -0.20 6.99 -0.18
C -1.53 7.37 -0.84
H -6.19 5.89 -4.19
H -7.01 4.37 -3.83
H -5.32 4.37 -4.35
H -6.38 5.61 -1.75
H -4.69 5.58 -2.22
H -6.43 3.13 -1.64
H -5.24 3.83 -0.53
H -4.70 2.41 -3.18
H -4.24 1.91 -1.55
H -3.01 3.96 -3.23
H -1.23 4.87 -2.63
H 0.83 4.97 -1.71
H 0.44 3.59 -0.66
H 0.82 5.38 0.79
H -0.93 5.19 0.77
H 0.63 7.29 -0.82
H -0.11 7.55 0.75
H -1.59 7.00 -1.86
H -1.64 8.45 -0.87
H -2.37 6.96 -0.27
N -4.79 -3.37 1.77
C -3.55 -2.97 2.10
C -2.61 -2.57 1.12
N -1.40 -2.13 1.46
C -1.09 -2.12 2.77
C -2.01 -2.52 3.71
N -3.23 -2.94 3.40
H -5.06 -3.52 0.81
H -5.38 -3.70 2.51
H -2.86 -2.62 0.07
H -0.09 -1.79 3.04
H -1.77 -2.51 4.77
Br 1.64 3.95 4.10
C 1.06 2.60 2.94
C -0.17 1.99 3.12
C -0.52 0.95 2.27
N 0.28 0.50 1.29
C 1.43 1.16 1.08
C 1.86 2.19 1.88
H -0.85 2.30 3.90
H -1.47 0.45 2.41
H 2.02 0.82 0.24
H 2.81 2.66 1.68
C 3.00 -1.68 3.08
C 3.13 -3.07 2.44
C 2.14 -4.00 3.14
C 4.55 -3.62 2.62
P 2.61 -2.98 0.61
N 1.29 -2.09 0.59
C 2.19 -4.70 -0.08
C 0.81 -5.12 0.44
C 2.09 -4.54 -1.60
C 3.24 -5.76 0.26
C 3.98 -2.15 -0.42
C 5.16 -3.09 -0.73
C 4.50 -0.95 0.37
C 3.38 -1.62 -1.73
H 2.84 -1.80 4.16
H 2.15 -1.14 2.66
H 3.90 -1.08 2.96
H 2.29 -3.94 4.22
H 2.29 -5.04 2.85
H 1.11 -3.71 2.92
H 4.74 -3.73 3.69
H 5.31 -2.95 2.22
H 4.67 -4.60 2.16
H 0.10 -4.30 0.36
H 0.83 -5.48 1.46
H 0.44 -5.94 -0.19
H 1.46 -3.70 -1.87
H 1.65 -5.44 -2.02
H 3.07 -4.42 -2.06
H 3.28 -5.98 1.33
H 4.23 -5.49 -0.09
H 2.95 -6.69 -0.24
H 5.55 -3.57 0.16
H 5.96 -2.49 -1.17
H 4.88 -3.86 -1.46
H 5.17 -1.24 1.18
H 3.68 -0.37 0.79
H 5.07 -0.30 -0.30
H 3.24 -2.41 -2.47
H 4.06 -0.89 -2.16
H 2.42 -1.14 -1.55
*
```

energy relative to the best compared isomer or geometry (same formula, charge and spin)	164.3	kJ/mol
total energy	-6012.530684	a.u.

---

No. 6
Here is a structure of composition C19H28NPRuTe from the Open Molecules 2025 dataset. Energies are from ωB97M-V/def2-TZVPD.

The geometry in ORCA input format:
```
! wB97M-V def2-TZVPD RIJCOSX def2/J DEFGRID3
* xyz 2 5
C 0.36 3.51 -3.04
C -0.77 3.30 -2.28
C -0.94 2.19 -1.43
C 0.24 1.44 -1.19
C 1.35 1.55 -2.06
C 1.39 2.57 -3.01
C -2.30 2.15 -0.79
C -3.24 0.92 -0.50
N -3.27 -0.27 -1.31
Ru 1.27 0.82 0.48
C 2.47 0.54 -1.97
P 1.80 -0.79 -0.87
H -1.60 4.02 -2.34
H 2.25 2.60 -3.69
H 0.42 4.36 -3.72
H 3.41 0.97 -1.57
H 2.66 0.04 -2.93
H -2.25 2.68 0.18
H -2.93 2.79 -1.42
H -3.10 0.60 0.54
C 3.12 -1.94 -0.50
C 0.76 -1.70 -2.03
H -4.27 1.33 -0.54
C -2.85 -0.27 -2.69
C -3.21 -1.52 -0.60
H 2.80 0.39 1.13
H -3.72 -0.23 -3.36
H -2.22 0.60 -2.92
H -2.31 -1.20 -2.90
H -4.21 -1.92 -0.40
H -2.66 -2.26 -1.19
H -2.68 -1.38 0.36
H 1.37 -2.24 -2.77
H 0.15 -2.44 -1.49
H 0.08 -1.05 -2.59
H 3.75 -2.09 -1.38
H 3.65 -1.52 0.36
H 2.64 -2.89 -0.22
H 2.22 -0.04 1.57
Te -0.66 0.32 1.94
C 0.27 -0.49 3.64
C 1.34 0.12 4.30
C 2.05 -0.62 5.26
C 1.62 -1.91 5.60
C 0.43 -2.42 5.06
C -0.27 -1.71 4.08
H 1.59 1.15 4.05
H 2.91 -0.18 5.78
H 2.19 -2.50 6.32
H 0.04 -3.37 5.43
H -1.20 -2.05 3.64
*
```

energy relative to the best compared isomer or geometry (same formula, charge and spin)	132.2	kJ/mol
total energy	-1499.019834	a.u.

---

No. 7
Here is a structure of composition C6H4O from the Open Molecules 2025 dataset. Energies are from ωB97M-V/def2-TZVPD.

The geometry in ORCA input format:
```
! wB97M-V def2-TZVPD RIJCOSX def2/J DEFGRID3
* xyz 0 1
C 0.99 1.48 -0.56
C 1.37 0.89 0.62
C -1.18 -0.22 -0.85
C -0.10 0.60 -0.71
C 0.32 -0.02 0.60
C -0.70 -0.89 0.58
O -1.12 -1.95 1.39
H 1.26 2.18 -1.28
H 2.26 1.16 1.12
H -1.94 -0.63 -1.62
H -1.15 -2.61 0.71
*
```

energy relative to the best compared isomer or geometry (same formula, charge and spin)	502.3	kJ/mol
total energy	-306.020226	a.u.

---

No. 8
Here is a structure of composition C45H32BrI2N3PSV from the Open Molecules 2025 dataset. Energies are from ωB97M-V/def2-TZVPD.

The geometry in ORCA input format:
```
! wB97M-V def2-TZVPD RIJCOSX def2/J DEFGRID3
* xyz 1 2
V 0.04 -0.11 -0.36
S -0.32 0.12 4.10
C 0.36 1.66 3.68
C 0.61 2.77 4.48
C 1.20 3.87 3.90
C 1.55 3.88 2.55
C 1.30 2.78 1.74
C 0.69 1.67 2.32
N 0.38 0.49 1.66
C -0.12 -0.42 2.47
C -0.45 -1.76 1.99
C -0.88 -2.73 2.90
C -1.17 -4.00 2.46
C -0.99 -4.30 1.11
C -0.57 -3.32 0.22
C -0.31 -2.00 0.60
H 0.36 2.76 5.53
H 1.41 4.74 4.51
H 2.04 4.75 2.12
H 1.59 2.77 0.70
H -1.00 -2.49 3.95
H -1.50 -4.76 3.15
H -1.19 -5.30 0.75
H -0.47 -3.62 -0.82
I 2.61 -1.13 0.16
C 3.74 0.61 0.42
C 4.38 0.70 1.63
C 5.30 1.74 1.87
C 5.62 2.59 0.86
C 4.98 2.51 -0.40
C 5.40 3.35 -1.45
C 4.83 3.27 -2.68
C 3.72 2.43 -2.87
C 3.23 1.63 -1.86
P 1.50 1.07 -2.14
C 1.72 0.25 -3.77
C 0.94 0.49 -4.89
C 1.11 -0.26 -6.04
C 2.06 -1.28 -6.08
C 2.85 -1.52 -4.97
C 2.68 -0.77 -3.82
C 0.67 2.68 -2.40
C 1.19 3.87 -1.88
C 0.44 5.04 -1.92
C -0.82 5.04 -2.50
C -1.34 3.87 -3.01
C -0.61 2.69 -2.95
C 3.94 1.56 -0.62
H 4.20 -0.05 2.39
H 5.79 1.81 2.83
H 6.38 3.35 1.00
H 6.21 4.05 -1.26
H 5.19 3.88 -3.50
H 3.19 2.48 -3.81
H 0.22 1.29 -4.90
H 0.50 -0.05 -6.91
H 2.19 -1.86 -6.98
H 3.61 -2.29 -5.00
H 3.31 -0.96 -2.96
H 2.18 3.89 -1.44
H 0.86 5.95 -1.52
H -1.39 5.96 -2.55
H -2.33 3.85 -3.45
H -1.06 1.78 -3.29
Br -3.33 0.41 -2.81
C -2.06 -0.97 -3.10
C -2.36 -1.84 -4.13
C -1.45 -2.84 -4.43
C -0.28 -2.91 -3.69
C -0.10 -2.00 -2.67
N -0.97 -1.03 -2.35
H -3.28 -1.73 -4.68
H -1.65 -3.53 -5.24
H 0.48 -3.65 -3.89
H 0.81 -2.04 -2.07
I -3.63 -1.30 0.53
C -3.09 0.71 0.47
C -4.06 1.63 0.88
C -3.76 2.98 0.84
C -2.50 3.37 0.40
C -1.61 2.39 0.03
N -1.88 1.08 0.05
H -5.02 1.28 1.22
H -4.50 3.71 1.14
H -2.21 4.41 0.35
H -0.61 2.67 -0.31
*
```

energy relative to the best compared isomer or geometry (same formula, charge and spin)	0.0	kJ/mol
total energy	-6751.068213	a.u.

---

Which value of total energy does entry 6 give?
-1499.019834 a.u.

---

What is the formula in the fifth record?
C34H56BrN9PS3Tc

---

Which of these has the lowest total energy?
C27H34N6Se2V